(1)
Density functional theory data (wB97M-V/def2-TZVPD) for a molecular structure, C28H17Cl2N7O2PdS.

```
58
Properties=species:S:1:pos:R:3:forces:R:3
Pd -0.28115 -0.47630 -0.11282 0.185 0.151 -0.807
Cl 4.50004 -5.21815 2.07074 0.040 -0.082 0.009
C 3.24915 -4.38467 1.28251 0.091 -0.049 0.063
C 3.04684 -3.08550 1.53973 -0.072 0.079 0.005
C 2.03457 -2.37556 0.79277 -0.142 -0.039 -0.016
N 1.86289 -1.11410 0.73415 0.382 -0.091 0.194
C 2.45039 -0.21150 1.63984 0.046 0.029 -0.024
O 3.61610 0.05569 1.70646 -0.035 -0.018 -0.011
C 1.38009 0.40438 2.49312 -0.088 0.004 0.081
C 1.73503 1.12763 3.61561 -0.001 -0.019 -0.033
C 0.72357 1.60383 4.43783 -0.023 0.016 0.027
C -0.59163 1.33086 4.10452 0.015 0.006 0.028
C -0.85859 0.60906 2.94934 -0.051 0.002 -0.059
N 0.10304 0.15401 2.15282 0.132 -0.081 -0.248
C 1.05459 -3.16977 -0.02163 0.060 -0.124 0.061
C 1.38148 -4.52790 -0.33677 -0.129 0.124 -0.034
C 2.42036 -5.10896 0.29448 0.020 -0.095 -0.014
Cl 2.76596 -6.73609 -0.01500 0.056 -0.062 0.012
N -0.04004 -2.54827 -0.32830 0.220 0.374 0.171
C -0.96661 -3.09982 -1.27038 -0.190 0.020 0.023
O -1.49642 -4.16375 -1.16160 0.121 -0.007 0.015
C -1.19080 -2.14837 -2.40224 -0.035 -0.048 -0.080
C -1.77561 -2.57682 -3.57608 0.011 0.018 0.000
C -1.89754 -1.66329 -4.61584 -0.004 0.023 -0.016
C -1.44023 -0.36954 -4.43105 -0.008 -0.043 -0.014
C -0.88389 -0.01592 -3.20917 0.016 0.072 0.008
N -0.75697 -0.89388 -2.22043 0.018 0.189 0.522
H 3.70174 -2.54832 2.21056 -0.015 0.041 -0.003
H 2.78186 1.29206 3.83078 -0.001 -0.005 -0.005
H 0.96175 2.16782 5.32946 -0.005 0.003 -0.003
H -1.40856 1.66969 4.72611 0.000 -0.005 -0.005
H -1.87632 0.38976 2.64993 0.007 0.000 -0.012
H 0.75252 -5.11161 -0.99061 -0.019 -0.001 -0.019
H -2.11239 -3.60076 -3.66236 0.003 0.004 0.008
H -2.33899 -1.96228 -5.55685 -0.001 0.007 0.000
H -1.50872 0.36613 -5.21994 0.005 0.002 0.008
H -0.52600 0.98762 -3.01890 0.002 -0.008 0.010
N -1.57931 3.46262 -0.31334 -0.037 0.049 0.022
C -0.23432 3.79165 -0.43772 -0.014 -0.027 0.001
C 0.42358 5.01035 -0.55989 -0.029 0.021 -0.001
C 1.79731 4.95636 -0.66737 0.019 -0.014 -0.001
C 2.49389 3.73510 -0.66101 0.008 0.016 -0.002
C 1.83622 2.52955 -0.54328 0.030 -0.037 0.005
C 0.44928 2.57589 -0.42400 0.044 -0.041 -0.006
N -0.48594 1.55783 -0.28983 -0.212 -0.407 0.031
C -1.67856 2.12305 -0.22324 0.068 0.053 -0.043
C -2.89657 1.33911 -0.06369 0.085 -0.098 -0.052
C -4.19146 1.75342 -0.01656 -0.065 0.088 0.107
S -5.21737 0.41585 0.22093 -0.050 -0.016 -0.119
C -3.86139 -0.62112 0.20600 -0.023 0.133 0.077
N -2.71769 -0.01858 0.05973 -0.421 -0.101 0.126
H -2.34623 4.11453 -0.28545 -0.002 -0.008 0.005
H -0.10830 5.95207 -0.57136 0.003 -0.007 0.000
H 2.35511 5.87740 -0.76442 0.000 -0.001 0.001
H 3.57095 3.74562 -0.75563 -0.002 0.002 0.001
H 2.37354 1.58936 -0.55570 -0.006 0.013 -0.002
H -4.58985 2.75286 -0.09190 0.001 -0.008 0.003
H -3.96444 -1.69033 0.32700 -0.007 0.004 0.007
```
Positions in Å, forces in eV/Å.

The charge is +2. Its HOMO-LUMO gap (spin up / spin down) is 6.435 / 6.473 eV. The value obtained for the LUMO energy (spin up / spin down) is -7.56 / -7.52 eV. The max |F| is 0.84 eV Å⁻¹.

Atom charges from the natural (NBO) analysis, given in e for atoms 1 to 5: Pd 1.057; Cl 0.150; C -0.021; C -0.269; C 0.245


(2)
Density functional theory data (wB97M-V/def2-TZVPD) for a molecular structure, C28H18AsNO7PtS at a distorted geometry.

```
57
Properties=species:S:1:pos:R:3:forces:R:3
Pt -0.04238 0.11384 0.11381 0.950 0.191 0.754
O -1.67866 0.80857 -3.63735 -0.043 -0.186 -0.221
C -0.93047 1.05443 -2.72867 -0.686 0.184 -0.410
O -0.90236 1.64538 -1.67075 0.188 0.352 0.489
C 0.71533 0.36654 -3.05675 0.530 -0.193 -0.505
O 1.16054 0.83663 -4.07193 0.036 0.368 -0.378
O 1.00777 -0.42125 -2.18974 0.089 -0.433 0.202
O 3.85471 1.16361 -1.38473 -0.140 -0.062 -0.100
C 4.57126 1.27256 -0.26508 -0.030 0.001 0.190
C 5.96567 1.23003 -0.37212 0.004 0.018 -0.130
C 6.76022 1.31188 0.75151 -0.009 0.021 -0.046
C 6.18563 1.46670 2.00538 0.138 0.064 0.271
C 4.81006 1.51823 2.12434 -0.040 -0.061 -0.105
C 3.98801 1.40864 1.00871 -0.114 -0.109 -0.183
C 2.49618 1.33349 1.20641 -0.009 0.365 1.130
O 2.04630 1.39029 2.36098 0.248 0.236 -0.219
O 1.79692 1.18823 0.15452 -0.347 -0.269 -0.718
H 2.89571 1.09874 -1.12030 0.204 0.036 0.023
H 6.39925 1.11612 -1.35559 -0.008 -0.038 -0.085
H 7.83675 1.24108 0.65296 0.042 0.047 -0.022
H 6.80993 1.53700 2.88574 0.040 -0.004 0.062
H 4.32957 1.61576 3.08874 -0.039 -0.013 -0.001
C 1.78357 -1.16012 7.12819 0.084 0.066 0.094
C 2.44932 -1.83481 6.11566 0.104 -0.132 0.140
C 2.04942 -1.67514 4.80190 -0.093 -0.072 -0.354
C 0.96836 -0.86364 4.47622 0.226 0.170 -0.380
C 0.33790 -0.15923 5.49223 -0.232 0.049 -0.269
C 0.73786 -0.30969 6.80788 0.009 -0.029 0.222
As 0.42541 -0.73956 2.52401 -0.370 -0.348 0.091
C -1.30432 0.04161 2.92845 -0.477 -0.048 0.303
C -1.60932 1.38734 3.06229 0.256 0.038 -0.013
C -2.90595 1.77859 3.35785 -0.037 0.095 0.016
C -3.90386 0.82717 3.51156 -0.120 0.065 0.065
C -3.61630 -0.51615 3.35728 -0.015 -0.070 -0.012
C -2.31879 -0.92252 3.07055 0.073 0.625 0.115
C -1.89134 -2.30055 2.86674 0.282 -0.449 -0.071
C -2.71287 -3.42269 2.87558 -0.072 0.134 0.029
C -2.17507 -4.67074 2.62025 -0.082 -0.157 0.025
C -0.82691 -4.81316 2.33683 0.058 -0.133 -0.028
C -0.00655 -3.69672 2.31414 0.269 0.072 0.027
C -0.52365 -2.44639 2.59574 -0.285 -0.097 0.028
H 2.09234 -1.28058 8.15915 0.007 -0.020 0.036
H 3.27579 -2.49322 6.35849 0.024 0.011 -0.024
H 2.56553 -2.19597 3.99937 0.055 -0.024 0.108
H -0.48937 0.49618 5.24767 0.017 -0.005 0.081
H 0.21898 0.22957 7.59066 -0.009 0.043 0.040
H -0.82538 2.12335 2.92765 0.002 0.017 -0.039
H -3.15218 2.82983 3.45061 0.056 0.020 0.009
H -4.91624 1.14000 3.74153 0.001 -0.017 -0.060
H -4.40979 -1.24579 3.43174 -0.046 -0.059 0.011
H -3.77678 -3.32694 3.04662 -0.033 0.051 0.000
H -2.81699 -5.54228 2.62104 -0.053 -0.031 -0.019
H -0.42423 -5.79299 2.11016 0.033 -0.014 0.000
H 1.04326 -3.79765 2.05991 0.007 -0.037 -0.012
S -4.39970 -1.56723 -0.02333 -1.708 -0.433 -0.032
C -2.86568 -1.13858 -0.02685 2.352 0.218 0.050
N -1.71730 -0.90520 0.00997 -1.287 -0.015 -0.176
```
Positions in Å, forces in eV/Å.

The charge is -2. Its HOMO-LUMO gap (spin up / spin down) is 5.761 / 6.521 eV. Its multiplicity is 3. The value obtained for the LUMO energy (spin up / spin down) is 4.45 / 4.43 eV. The max |F| is 2.36 eV Å⁻¹.

Atom charges from the natural (NBO) analysis, given in e for atoms 1 to 5: Pt 0.649; O -0.591; C 0.771; O -0.639; C 0.764


(3)
Density functional theory data (wB97M-V/def2-TZVPD) for a molecular structure, C28H18BrIrN3O5 at a distorted geometry.

```
56
Properties=species:S:1:pos:R:3:forces:R:3
Ir 0.16602 0.69395 -0.81495 -0.872 -0.993 1.283
O 0.11509 -2.72083 -3.78744 0.064 0.157 0.071
C -1.20697 -2.96089 -3.73560 -0.085 -0.028 -0.001
C -1.67942 -4.06390 -4.45032 -0.036 0.014 -0.005
C -3.02678 -4.36148 -4.46836 -0.004 -0.031 0.017
C -3.93231 -3.58048 -3.75590 -0.005 0.025 0.028
C -3.46457 -2.50430 -3.02555 -0.051 -0.007 -0.029
C -2.11122 -2.17136 -3.00414 0.157 0.156 0.057
C -1.64855 -1.00093 -2.20505 -0.011 -0.323 -0.281
O -0.42744 -0.59730 -2.39575 0.306 0.649 -0.900
N -2.47511 -0.45311 -1.36802 0.313 0.083 0.344
N -1.81201 0.61273 -0.76018 0.033 -0.601 0.371
C -2.48467 1.37359 0.02371 -0.324 0.488 -0.101
C -2.09160 2.71806 0.39016 0.199 -0.415 0.282
C -2.89850 3.41464 1.29624 0.034 0.013 0.121
C -2.62855 4.71629 1.65570 -0.007 0.007 -0.009
C -1.52677 5.35223 1.06811 0.012 -0.017 0.042
C -0.73464 4.70871 0.14704 -0.123 0.034 -0.059
C -0.97479 3.36218 -0.22737 -0.023 -0.101 -0.342
O -0.22345 2.79650 -1.11704 0.110 0.256 -0.005
H 0.27057 -1.88807 -3.28422 -0.033 -0.054 -0.007
H -0.96067 -4.66940 -4.98734 0.004 0.033 -0.011
H -3.37697 -5.21202 -5.04124 0.005 -0.002 0.010
H -4.98940 -3.81154 -3.77020 0.007 -0.007 0.007
H -4.14185 -1.88586 -2.45157 0.009 -0.004 -0.015
H -3.44430 0.99023 0.36626 -0.200 0.208 -0.372
H -3.75782 2.90230 1.71848 0.022 -0.002 0.015
H -3.25474 5.23712 2.36765 0.002 0.000 -0.004
H -1.28978 6.37221 1.35061 -0.012 0.014 -0.035
H 0.09741 5.21117 -0.32993 0.033 -0.020 0.042
N 1.97006 -5.88390 2.08298 -0.011 0.012 0.001
C 1.65425 -4.88580 1.60368 -0.045 0.123 -0.088
C 1.26979 -3.63352 1.00429 0.084 -0.162 0.033
C 2.02672 -3.09383 -0.03642 -0.012 -0.017 0.002
C 1.66855 -1.87548 -0.58407 -0.072 -0.052 -0.011
C 0.55927 -1.15293 -0.12139 0.103 0.014 0.044
C -0.19875 -1.73237 0.90083 -0.020 -0.060 0.000
C 0.14420 -2.95298 1.46017 -0.072 0.052 0.030
H 2.88719 -3.63663 -0.40736 0.008 0.012 0.006
H 2.26035 -1.47582 -1.40019 0.031 0.039 0.045
H -1.08255 -1.22003 1.26464 0.051 0.030 0.046
H -0.45347 -3.38115 2.25550 0.006 0.000 -0.003
Br 0.67656 2.17593 4.00033 -0.014 -0.005 -0.067
C 2.44899 2.04325 3.34793 -0.017 0.006 0.061
C 3.45045 2.30041 4.27709 0.032 0.008 -0.021
C 4.78204 2.25493 3.90234 -0.020 0.021 -0.013
C 5.12281 1.95681 2.59062 -0.009 0.016 0.017
C 4.12367 1.69050 1.67434 0.037 -0.013 -0.013
C 2.77472 1.72326 2.03082 -0.030 -0.086 -0.040
C 1.80151 1.38147 0.94877 0.358 0.199 -0.133
O 0.56254 1.28341 1.15608 -0.080 0.569 -0.247
O 2.22134 1.16572 -0.22201 0.187 -0.217 -0.155
H 3.17360 2.53899 5.29431 -0.005 0.001 -0.002
H 5.55079 2.45714 4.63747 -0.005 0.003 0.000
H 6.16083 1.93187 2.28629 -0.005 -0.027 -0.004
H 4.35835 1.44033 0.64916 -0.006 0.007 0.001
```
Positions in Å, forces in eV/Å.

The charge is -1. Its HOMO-LUMO gap is 6.921 eV. The value obtained for the LUMO energy is 2.46 eV. The max |F| is 1.84 eV Å⁻¹.

Atom charges from the natural (NBO) analysis, given in e for atoms 1 to 5: Ir 1.146; O -0.681; C 0.345; C -0.284; C -0.184


(4)
Density functional theory data (wB97M-V/def2-TZVPD) for a molecular structure, C28H18Cl4FeN2O2Te.

```
56
Properties=species:S:1:pos:R:3:forces:R:3
Fe -0.60218 -1.13219 -0.89325 -0.323 0.110 -0.027
Cl -7.11727 -2.75581 0.13073 0.000 0.002 -0.011
C -5.64957 -1.91907 -0.12385 0.051 -0.124 -0.019
C -5.62886 -0.49014 0.00768 0.043 0.116 -0.013
Cl -7.07319 0.32685 0.39895 0.007 0.002 -0.002
C -4.46420 0.22151 -0.17414 -0.041 -0.060 0.029
Cl -4.39769 1.92895 -0.01552 0.004 0.020 0.016
C -3.26667 -0.45535 -0.48702 0.025 0.029 -0.022
O -2.14223 0.13944 -0.64548 -0.083 -0.039 -0.005
C -3.28267 -1.90909 -0.63361 0.037 -0.039 -0.012
O -2.18654 -2.47925 -0.91170 -0.048 0.039 0.001
C -4.51000 -2.60964 -0.44159 -0.049 0.053 -0.005
Cl -4.48205 -4.31106 -0.60860 -0.004 -0.020 -0.002
C 2.06447 -4.38308 -2.11421 0.011 0.020 0.002
C 2.54689 -4.83376 -0.89730 -0.022 0.011 0.003
C 2.20496 -4.15607 0.26197 0.022 0.068 -0.028
C 1.37516 -3.04888 0.17892 0.069 0.023 -0.053
N 0.90638 -2.62070 -1.00664 -0.031 -0.133 0.049
C 1.24925 -3.26765 -2.12105 0.038 -0.014 -0.040
C 0.92493 -2.28597 1.37510 -0.074 0.007 0.054
C 1.47431 -2.45122 2.63679 -0.040 -0.002 -0.060
C 0.93638 -1.73871 3.69779 0.004 0.013 0.012
C -0.13144 -0.88804 3.47419 -0.012 -0.008 -0.009
C -0.60530 -0.75248 2.18073 0.047 0.046 0.037
N -0.08249 -1.42672 1.15991 0.166 -0.025 -0.008
H 2.30623 -4.88170 -3.04092 0.008 -0.003 -0.006
H 3.17843 -5.70994 -0.84731 0.022 0.001 0.002
H 2.57579 -4.49318 1.21768 -0.033 -0.035 0.009
H 0.85651 -2.87239 -3.04962 -0.036 -0.020 0.004
H 2.30918 -3.11659 2.79618 0.002 -0.010 0.006
H 1.35038 -1.85094 4.69052 0.000 -0.008 0.007
H -0.58830 -0.32954 4.27752 0.010 0.028 0.006
H -1.41057 -0.07076 1.94100 -0.023 -0.016 0.000
Te 1.29029 0.89225 -1.14796 0.694 -0.201 0.123
C 1.64512 2.58459 -2.34444 -0.281 0.101 -0.005
C 0.60110 3.26579 -2.96128 -0.024 -0.063 0.054
C 0.87585 4.40153 -3.70767 0.007 0.010 -0.025
C 2.18263 4.84989 -3.83542 -0.003 0.012 -0.006
C 3.22046 4.16438 -3.22164 0.013 0.001 -0.019
C 2.95711 3.02521 -2.47549 -0.021 -0.065 0.035
C 1.00124 1.78287 0.73646 -0.134 0.160 -0.047
C -0.24020 2.31772 1.06935 -0.002 0.020 -0.050
C -0.42799 2.88677 2.32071 -0.002 0.012 0.001
C 0.61584 2.91748 3.23557 -0.010 0.008 0.021
C 1.85055 2.37985 2.90252 0.000 -0.033 0.015
C 2.04767 1.81154 1.65085 0.011 -0.064 -0.021
H -0.41818 2.91676 -2.85803 -0.005 0.006 0.007
H 0.06798 4.93640 -4.18860 -0.006 0.000 -0.001
H 2.39330 5.73645 -4.41788 0.002 0.011 -0.004
H 4.23897 4.51372 -3.32496 0.005 -0.002 0.001
H 3.76654 2.48620 -2.00067 0.005 0.009 0.004
H -1.06056 2.27672 0.36325 -0.005 0.010 -0.003
H -1.39058 3.30890 2.57845 -0.011 0.009 0.000
H 0.46854 3.36884 4.20790 -0.001 0.000 0.009
H 2.66495 2.40734 3.61429 0.012 0.005 0.001
H 3.01133 1.39201 1.39083 0.011 0.021 -0.004
```
Positions in Å, forces in eV/Å.

The charge is +1. Its HOMO-LUMO gap (spin up / spin down) is 7.136 / 6.500 eV. Its multiplicity is 6. The value obtained for the LUMO energy (spin up / spin down) is -3.44 / -4.58 eV. The max |F| is 0.73 eV Å⁻¹.

Atom charges from the natural (NBO) analysis, given in e for atoms 1 to 5: Fe 1.490; Cl 0.103; C -0.068; C -0.041; Cl 0.113